A structure of composition C28H32BrEuP, computed with ωB97M-V/def2-TZVPD.

Geometry as ORCA input:
```
! RIJCOSX wB97M-V def2-TZVPD def2/J DEFGRID3
* xyz 0 8
H 2.132 -1.329 3.449
C -0.734 -2.217 3.712
C -2.165 -3.486 -1.599
C 3.212 1.940 -4.735
Eu -0.450 0.215 1.037
C 4.076 2.075 -3.660
C -2.553 1.215 -3.359
H 0.822 0.043 -3.278
H 1.706 -2.317 -0.142
H -3.124 -1.659 -5.056
C 1.750 0.598 -3.379
H 3.780 1.018 0.725
H -2.202 -4.560 -1.456
C 3.570 0.015 0.351
C -2.215 0.676 -2.153
C -2.851 -0.992 -4.246
H 2.891 -2.213 -1.460
C 3.783 1.466 -2.446
H -1.646 3.546 2.832
H -2.831 -3.593 -3.620
C -2.517 -2.954 -2.802
C 1.960 -1.799 -1.071
C -3.225 -0.325 3.176
H 1.867 2.501 2.810
C 0.476 0.078 3.572
H 1.359 1.083 -5.420
Br -1.970 1.938 -0.752
H -3.423 -1.249 3.724
C 2.620 0.721 -2.290
C 1.854 -0.386 3.933
H 4.473 1.578 -1.618
C -1.328 1.442 3.235
C -2.491 -1.550 -2.991
H -2.605 2.289 -3.479
C -2.212 2.648 3.088
C 2.047 1.195 -4.592
H -2.753 2.876 4.012
H -1.467 -2.712 3.069
H 2.623 0.338 3.649
C -2.112 -0.730 -1.893
C 0.988 2.605 3.458
H -3.908 0.430 3.574
C -1.720 -2.644 -0.546
C 0.073 1.418 3.406
H 0.485 3.520 3.140
P 2.091 -0.009 -0.725
H 1.378 2.802 4.461
H -1.420 -3.149 0.373
H 0.228 -2.692 3.500
H 1.971 -0.557 5.008
H 4.464 -0.386 -0.133
H 4.984 2.655 -3.764
H 3.437 2.415 -5.682
C -2.862 0.354 -4.437
C -1.795 0.106 3.319
H 3.353 -0.599 1.228
C -1.688 -1.267 -0.627
H -0.988 -2.495 4.740
H -2.972 2.524 2.312
H -3.544 -0.511 2.143
H -3.130 0.777 -5.397
H 1.133 -1.990 -1.755
C -0.687 -0.730 3.526
*
```

Output
- DFT total energy (a.u.) = -4711.82578
- relative energy (zero: lowest compared OMol25 entry of this formula, charge and spin) (eV) = 0.178
- frontier orbital gap (alpha / beta) (eV) = 6.93 / 7.50
- HOMO (alpha / beta) (eV) = -6.531 / -7.111
- expectation value of S² = 15.762